1.
Here is a single C7H6 molecule at a distorted geometry from the Open Molecules 2025 dataset. Energies are from the ωB97M-V functional and the def2-TZVPD basis.

Output
- Energy above the lowest of the compared OMol25 structures with the same formula, charge and spin: 108.82 kcal per mole
- Net charge: 0
- Energy: -270.06268 Eh
- LUMO energy: -0.107 eV
- HOMO: -0.25946 Eh

Last columns: bonded neighbours and bond lengths (Å).
Element x y z (Å)
1 C -1.80057 0.85990 -0.17620  C2 1.362, C4 1.676, C5 1.477
2 C -2.94538 0.18771 0.12622  C1 1.362, C4 1.430
3 C -0.54061 -1.24558 0.08395  C4 1.435, C6 1.366, H8 1.144
4 C -1.89989 -0.78775 0.11617  C1 1.676, C2 1.430, C3 1.435
5 C -0.34167 1.08977 -0.19641  C1 1.477, C6 1.498, H9 1.115, H10 1.025
6 C 0.35822 -0.22140 -0.00569  C3 1.366, C5 1.498, C7 1.445
7 C 1.80015 -0.21330 0.08591  C6 1.445, H11 1.114, H12 1.112, H13 1.086
8 H -0.31815 -2.36510 0.15931  C3 1.144
9 H -0.09292 1.66731 -1.11672  C5 1.115
10 H -0.25461 1.77845 0.55720  C5 1.025
11 H 2.04274 -1.05680 -0.60080  C7 1.114
12 H 2.10716 -0.53899 1.10341  C7 1.112
13 H 1.88552 0.84577 -0.13635  C7 1.086

Löwdin population analysis, charges in e, atoms 1 to 4: number 1, C, carries -0.0801; number 2, C, carries -0.0479; number 3, C, carries -0.0495; number 4, C, carries -0.0480

=====

2.
Here is 2 unconnected molecules or ions with the total composition C5H6N2O2 at a distorted geometry from the Open Molecules 2025 dataset. Energies are from the ωB97M-V functional and the def2-TZVPD basis.

Output
- Energy above the lowest of the compared OMol25 structures with the same formula, charge and spin: 31.71 kcal per mole
- Net charge: 0
- Energy: -454.08366 Eh
- LUMO energy: 0.609 eV
- HOMO: -0.32540 Eh

Last columns: bonded neighbours and bond lengths (Å).
Element x y z (Å)
1 N -1.03186 -1.79066 -0.57133  C2 1.382, H9 1.013, H10 1.013
2 C -1.20561 -0.42635 -0.43613  N1 1.382, C3 1.365, C6 1.451
3 C -2.36555 0.28733 -0.34253  C2 1.365, O4 1.369, H11 1.085
4 O -2.08517 1.62254 -0.22615  C3 1.369, C5 1.327
5 C -0.76796 1.78353 -0.26083  O4 1.327, C6 1.374, H12 1.086
6 C -0.14847 0.56659 -0.41007  C2 1.451, C5 1.374, C7 1.428
7 C 1.25495 0.33420 -0.52971  C6 1.428, N8 1.168
8 N 2.34879 0.18915 -0.91348  C7 1.168
9 H -0.19395 -2.16472 -0.14244  N1 1.013
10 H -1.84505 -2.34901 -0.34283  N1 1.013
11 H -3.41193 0.00011 -0.35348  C3 1.085
12 H -0.37995 2.79276 -0.16148  C5 1.086
13 O 3.40978 -0.57751 1.77650  H14 0.962, H15 1.006
14 H 2.78078 0.08054 2.08905  O13 0.962
15 H 3.64120 -0.34849 0.82491  O13 1.006

Löwdin population analysis, charges in e, atoms 1 to 4: number 1, N, carries 0.1099; number 2, C, carries -0.2807; number 3, C, carries -0.0506; number 4, O, carries 0.0158

=====

What is the LUMO energy in the second record?
0.609 eV